Molecular formula: C6H12N2
Method: DFT, ωB97M-V with the def2-TZVPD basis set

CARTESIAN COORDINATES (ANGSTROEM)
C (-1.76660, 1.19392, 0.32389)
C (-0.93133, 0.95416, 1.32736)
N (-1.13658, 1.47575, 2.62592)
C (-0.88342, 2.69188, 2.82305)
H (-2.63240, 1.82214, 0.45719)
H (-1.54023, 0.72801, -0.62429)
H (-0.08361, 0.29126, 1.20220)
H (-1.03645, 3.10292, 3.81516)
H (-0.51101, 3.33696, 2.02428)
C (2.33218, -0.48005, -2.28543)
C (1.18758, -0.69195, -1.65168)
N (1.01284, -1.51028, -0.54008)
C (-0.20925, -2.31940, -0.52978)
H (3.22999, -1.01217, -1.98623)
H (2.43074, 0.21633, -3.09940)
H (0.28603, -0.15840, -1.92757)
H (1.82114, -2.08799, -0.34514)
H (-0.30311, -2.82635, 0.42464)
H (-1.07744, -1.68319, -0.68609)
H (-0.18906, -3.04355, -1.34799)

Values from the calculation:
- Frontier orbital gap: 9.43 eV
- Net charge: 0
- Spin multiplicity: 1
- SMILES: C=CN=C.C=CNC

Mulliken population analysis, charges in e, atoms 1 to 5: number 1, C, carries -0.6549; number 2, C, carries 0.0569; number 3, N, carries -0.4254; number 4, C, carries -0.2703; number 5, H, carries 0.2796



Molecular formula: C3H4N2O2
Method: DFT, ωB97M-V with the def2-TZVPD basis set

CARTESIAN COORDINATES (ANGSTROEM)
C (-0.94423, 1.32973, 0.07921)
N (-0.16025, 2.29896, -0.79699)
N (0.39212, 1.64889, 0.05613)
H (-1.74035, 1.78540, 0.75174)
H (-1.09497, 0.31936, -0.24418)
O (3.20825, 0.93890, 0.10092)
C (2.55041, -0.02297, 0.18856)
C (2.00778, -1.17482, 0.25916)
O (0.86185, -1.60380, -0.43018)
H (2.08794, -1.66705, 1.25137)
H (0.59386, -1.05742, -1.17403)

Values from the calculation:
- Frontier orbital gap: 8.80 eV
- Net charge: 0
- Spin multiplicity: 1
- SMILES: C1N=N1.O=C=CO

Mulliken population analysis, charges in e, atoms 1 to 5: number 1, C, carries -0.1213; number 2, N, carries -0.3588; number 3, N, carries 0.0631; number 4, H, carries 0.2279; number 5, H, carries 0.1888



Molecular formula: C9H22N2Si
Method: DFT, ωB97M-V with the def2-TZVPD basis set

CARTESIAN COORDINATES (ANGSTROEM)
C (-2.94999, -0.51842, 2.99447)
C (-2.14984, -1.44597, 1.99429)
Si (-0.51048, -1.19699, 1.43992)
C (0.91086, -0.25463, 2.04360)
N (0.14001, -2.34104, 0.21745)
C (-0.11046, -3.81464, 0.40810)
C (1.03025, -1.89632, -0.75898)
H (-3.80682, 0.03099, 2.40134)
H (-3.48405, -0.98750, 3.79605)
H (-2.23943, 0.18311, 3.32609)
H (-2.83321, -2.25995, 1.66061)
H (0.44583, 0.51539, 2.75424)
H (1.64701, -0.81564, 2.63293)
H (1.25997, 0.36961, 1.36800)
H (-0.94304, -3.89392, 1.08188)
H (-0.26984, -4.40582, -0.61142)
H (0.76488, -4.28780, 0.89456)
H (0.97154, -0.85549, -0.83179)
H (2.21317, -2.18136, -0.75010)
H (0.68964, -2.28096, -1.69812)
C (2.27164, 1.92087, -2.72978)
C (2.05745, 2.09375, -1.30048)
N (0.99083, 2.07545, -0.64154)
C (-0.26928, 1.90187, -1.36080)
C (-1.13701, 3.19538, -1.30894)
H (1.64587, 2.39822, -3.38203)
H (3.36039, 2.17618, -3.04260)
H (2.45733, 0.82645, -2.89414)
H (2.90815, 2.37211, -0.63684)
H (-0.83757, 1.15476, -0.83779)
H (-0.16972, 1.54345, -2.40693)
H (-1.63127, 3.30462, -0.33292)
H (-0.49550, 4.10538, -1.35255)
H (-1.92727, 3.26884, -2.13579)

Values from the calculation:
- Frontier orbital gap (spin up / spin down): 7.91 / 7.91 eV
- Net charge: 0
- Spin multiplicity: 1
- SMILES: C/C=[Si](\C)N(C)C.C/C=N\CC

Mulliken population analysis, charges in e, atoms 1 to 5: number 1, C, carries -1.0531; number 2, C, carries -0.2738; number 3, Si, carries 0.0796; number 4, C, carries -0.8318; number 5, N, carries 0.2700



Molecular formula: C15H26N2NbO2
Method: DFT, ωB97M-V with the def2-TZVPD basis set

CARTESIAN COORDINATES (ANGSTROEM)
C (-0.07319, 2.03762, 1.60959)
C (-0.59398, 1.16675, 0.47343)
O (-0.68690, -0.21105, 0.76539)
Nb (-2.19933, -1.01351, 1.89540)
C (-3.92282, -0.21003, 0.63350)
C (-4.68188, 0.88312, 1.37332)
C (-5.99691, 1.20757, 0.69554)
O (-3.90916, 2.09246, 1.44858)
H (-0.05360, 1.51083, 2.54922)
H (0.91362, 2.39509, 1.35777)
H (-0.70641, 2.91295, 1.68884)
H (0.14131, 1.26234, -0.32838)
H (-1.52043, 1.56115, 0.06602)
H (-2.23964, -2.50898, 0.80017)
H (-0.98122, -1.96726, 2.91303)
H (-2.27339, 0.33421, 3.14139)
H (-3.48744, -1.85581, 2.86234)
H (-4.62874, -1.02356, 0.49344)
H (-3.61816, 0.15855, -0.34429)
H (-4.88547, 0.57268, 2.38505)
H (-6.53714, 1.94943, 1.27204)
H (-6.60389, 0.31925, 0.58933)
H (-5.81989, 1.61874, -0.29484)
H (-3.79156, 2.37175, 0.52770)
N (2.79154, 2.03596, -0.57038)
C (3.97868, 1.63956, -0.12283)
C (4.95824, 1.08174, -0.93066)
C (4.68679, 0.92320, -2.27917)
C (3.45458, 1.33037, -2.76166)
C (2.54720, 1.87905, -1.86831)
H (4.14418, 1.76919, 0.94148)
H (5.90502, 0.77231, -0.50965)
H (5.42061, 0.48319, -2.94217)
H (3.19667, 1.21737, -3.80569)
H (1.56680, 2.20265, -2.20196)
N (3.06707, -2.57083, -2.44699)
C (3.37683, -3.59844, -1.65985)
C (2.76109, -3.85016, -0.44325)
C (1.76651, -2.98474, -0.01273)
C (1.42817, -1.90875, -0.81469)
C (2.10546, -1.75240, -2.01562)
H (4.16102, -4.25227, -2.03002)
H (3.05461, -4.70520, 0.15160)
H (1.25700, -3.14130, 0.93028)
H (0.65747, -1.21187, -0.50621)
H (1.87067, -0.92291, -2.67510)

Values from the calculation:
- Frontier orbital gap: 7.42 eV
- Net charge: -1
- Spin multiplicity: 1

Mulliken population analysis, charges in e, atoms 1 to 5: number 1, C, carries -1.2917; number 2, C, carries 0.9021; number 3, O, carries -0.5482; number 4, Nb, carries -0.5957; number 5, C, carries -1.3710



Molecular formula: C5H11NO2
Method: DFT, ωB97M-V with the def2-TZVPD basis set

CARTESIAN COORDINATES (ANGSTROEM)
C (1.11807, -1.41717, 1.14809)
C (-0.22788, -0.71704, 1.04267)
C (-1.16864, -1.24332, -0.05346)
C (-1.09782, 0.19360, -0.34302)
O (-1.99638, 1.05965, -0.12256)
C (0.04798, 0.77720, -1.20529)
N (0.81548, 1.59361, -0.14101)
O (-0.44710, 1.60826, -2.18376)
H (1.75862, -0.96638, 1.91322)
H (1.01565, -2.48294, 1.39620)
H (1.67350, -1.38005, 0.20262)
H (-0.74886, -0.56030, 1.98256)
H (-2.14949, -1.60380, 0.24580)
H (-0.68506, -1.91115, -0.76593)
H (0.75539, 0.06141, -1.61999)
H (1.77256, 1.84228, -0.37863)
H (0.26321, 2.42892, 0.05611)
H (0.64124, 0.87544, 0.67011)
H (-1.34046, 1.84177, -1.84373)

Values from the calculation:
- Frontier orbital gap: 7.61 eV
- Net charge: 0
- Spin multiplicity: 1
- SMILES: C[C@@H]1C[C@]1([O-])[C@H]([NH3+])O

Mulliken population analysis, charges in e, atoms 1 to 5: number 1, C, carries -1.2423; number 2, C, carries -0.3240; number 3, C, carries -0.9021; number 4, C, carries 0.7002; number 5, O, carries -0.8178



Q: Which value of spin multiplicity does entry 5 give?
A: 1